No. 1
{
  "formula": "C21H21F7O21",
  "method": "ωB97M-V/def2-TZVPD",
  "homo_energy_ev": -11.15,
  "total_charge": 0,
  "gap_ev": 11.6,
  "de_lowest_kcal_mol": 23.3,
  "spin_multiplicity": 1,
  "total_energy_ha": -3092.02088,
  "species": ["O", "C", "O", "C", "C", "F", "O", "H", "H", "H", "O", "C", "O", "C", "C", "F", "O", "H", "H", "H", "O", "C", "O", "C", "C", "F", "O", "H", "H", "H", "O", "C", "O", "C", "C", "F", "O", "H", "H", "H", "O", "C", "O", "C", "C", "F", "O", "H", "H", "H", "O", "C", "O", "C", "C", "F", "O", "H", "H", "H", "O", "C", "O", "C", "C", "F", "O", "H", "H", "H"],
  "positions_angstrom": [[1.2955, 1.3395, -1.4254], [0.2974, 0.8757, -0.9552], [-0.8810, 1.5209, -0.8294], [-1.9370, 0.6606, -0.4375], [-1.3129, -0.7139, -0.6171], [-1.5806, -1.0658, -1.8886], [0.0822, -0.4691, -0.6267], [-2.1060, 0.8581, 0.6166], [-2.7961, 0.7509, -1.1013], [-1.4715, -1.5513, 0.0617], [3.7197, 4.5714, 0.8662], [3.7749, 4.2245, -0.2342], [3.6823, 4.9956, -1.3691], [3.6284, 4.0755, -2.5345], [4.0934, 2.7787, -1.9907], [5.4500, 2.6405, -2.3255], [4.0005, 2.8968, -0.5757], [2.5852, 3.8334, -2.7115], [4.3115, 4.3289, -3.3612], [3.5050, 1.9309, -2.2435], [-1.3606, -3.0928, 1.6646], [-2.0234, -3.9471, 1.1790], [-2.4763, -3.8679, -0.0589], [-3.2531, -5.0269, -0.4413], [-2.9584, -5.9772, 0.7218], [-2.0201, -6.8861, 0.3836], [-2.4427, -5.1170, 1.7266], [-4.2916, -4.6817, -0.5553], [-2.8172, -5.3552, -1.3691], [-3.8426, -6.4962, 1.0952], [2.5045, -1.4422, 2.2218], [2.4270, -0.3276, 2.5229], [2.9377, 0.6659, 1.8296], [2.6542, 1.9180, 2.4355], [1.4356, 1.5965, 3.3007], [0.2839, 1.6404, 2.5081], [1.7216, 0.2371, 3.6284], [3.5195, 2.2279, 3.0351], [2.4031, 2.5943, 1.6075], [1.2790, 2.2148, 4.1893], [-2.8240, 1.6750, -3.7026], [-1.7927, 2.1125, -4.1135], [-1.0936, 3.1187, -3.6486], [0.0367, 3.4228, -4.4450], [-0.0501, 2.3526, -5.5284], [0.9714, 1.4734, -5.3105], [-1.2099, 1.6799, -5.3277], [0.0521, 4.4486, -4.7962], [0.9414, 3.2273, -3.8557], [0.0186, 2.7167, -6.5233], [-0.5758, -5.2181, -2.3640], [0.2090, -4.9420, -1.5653], [0.2312, -3.7182, -0.9405], [1.3180, -3.6714, 0.0195], [1.7377, -5.0932, 0.1101], [1.1118, -5.6835, 1.1754], [1.2887, -5.7375, -1.0813], [2.1654, -3.0845, -0.3343], [1.0137, -3.2194, 0.9680], [2.8135, -5.2469, 0.1126], [-3.1794, -0.6974, 4.3862], [-3.0538, 0.4914, 4.3734], [-2.1266, 1.1963, 5.1214], [-2.3131, 2.5824, 4.9741], [-3.1865, 2.6893, 3.7464], [-2.4557, 2.9445, 2.6517], [-3.7438, 1.3595, 3.6231], [-2.8664, 2.9483, 5.8268], [-1.3927, 3.1705, 4.7671], [-4.0660, 3.3434, 3.7389]],
  "atomic_forces_ev_per_a": [[-0.3, -0.2, 0.8], [-1.3, -1.5, -0.7], [0.8, 0.8, -0.5], [0.5, -0.8, 1.1], [1.1, 0.3, -0.2], [-0.7, -0.9, -1.2], [1.0, 1.7, 0.3], [-0.6, 0.1, 0.0], [0.1, 0.3, 0.2], [-0.4, 0.3, 0.0], [-0.3, 1.3, 2.5], [0.8, -1.5, -3.5], [0.1, -1.3, -0.5], [-0.3, 0.2, 1.3], [1.9, 0.1, 1.8], [-0.9, -0.5, 0.3], [-0.2, 0.9, -0.8], [-0.2, 1.0, -0.8], [-0.8, 0.6, 0.4], [0.0, -0.9, -0.6], [0.2, -0.1, 0.9], [-0.3, -0.3, -0.6], [-0.6, 0.2, -1.2], [0.5, 1.0, 0.5], [-0.8, 0.8, 0.1], [0.3, -0.2, -0.1], [0.1, -0.5, 0.4], [0.3, -0.5, 0.2], [-0.1, -0.4, -0.4], [0.2, 0.0, 0.2], [0.0, -2.6, 0.2], [-1.2, 2.7, 1.2], [0.7, 0.6, -0.6], [-0.6, 0.5, -0.4], [0.8, -1.1, -0.6], [0.5, 0.0, 0.6], [-0.4, 0.0, -0.6], [-0.3, 0.2, -0.2], [0.3, 0.1, 0.6], [0.0, -0.4, -0.1], [1.1, 0.3, 0.0], [-1.2, -1.0, -1.6], [0.1, 1.1, 1.1], [0.4, -0.7, 0.2], [0.8, 0.2, 0.6], [0.8, -0.4, -0.2], [-1.6, 0.1, 1.1], [-0.4, 0.1, 0.0], [-0.3, 0.1, -0.1], [0.1, 0.2, -1.0], [-1.6, -1.3, -2.0], [2.8, 1.4, 2.8], [0.7, -0.6, 0.3], [0.0, 0.7, -0.5], [0.1, -1.1, -0.5], [0.3, -0.3, 0.0], [-1.6, 1.6, 0.0], [-0.3, 0.2, -0.5], [-0.3, -0.4, -0.2], [0.0, -0.2, 0.6], [0.0, 1.4, 0.1], [1.1, -0.8, 0.5], [0.1, -0.9, -0.1], [-0.3, 0.6, -0.6], [-1.6, -1.2, -0.1], [0.4, 0.2, -0.7], [-0.1, 0.9, -0.3], [0.1, 0.3, 0.4], [-0.4, -0.7, 0.5], [0.5, 0.1, 0.3]]
}


No. 2
{
  "formula": "C7H4Cl4O2",
  "method": "ωB97M-V/def2-TZVPD",
  "homo_energy_ev": -10.22,
  "total_charge": 0,
  "gap_ev": 9.0,
  "spin_multiplicity": 1,
  "total_energy_ha": -2260.32123,
  "species": ["O", "C", "C", "C", "C", "O", "C", "C", "H", "H", "H", "H", "Cl", "C", "Cl", "Cl", "Cl"],
  "positions_angstrom": [[-0.3731, 3.9508, -1.3743], [-0.0406, 3.0678, -0.6411], [-0.2636, 3.0923, 0.8135], [-0.4251, 1.9348, 1.4007], [0.1233, 0.6529, 0.8255], [0.4959, -0.2697, 1.4878], [0.3969, 0.6503, -0.6450], [0.5083, 1.8294, -1.2420], [-0.4307, 4.0340, 1.3799], [-0.7268, 1.8476, 2.4281], [0.7040, -0.2824, -1.1347], [0.8279, 1.8938, -2.2752], [-1.0613, -4.9072, -1.6093], [-0.1701, -4.4856, -0.1933], [-0.2072, -5.8324, 0.9357], [1.4687, -4.0891, -0.7296], [-0.8263, -3.0874, 0.5735]],
  "atomic_forces_ev_per_a": [[-0.4, 1.4, -0.6], [0.8, -0.5, 0.1], [-0.5, 1.4, 0.2], [0.6, -1.8, 1.2], [-0.3, 0.8, -1.6], [-0.1, -0.6, 1.1], [0.5, 0.0, 0.3], [-0.3, -0.5, -0.6], [-0.1, -0.6, -0.9], [0.0, 0.0, 0.4], [-0.2, 0.3, 0.4], [0.0, 0.2, 0.0], [-0.8, -0.3, -0.9], [0.6, -0.1, 0.0], [0.3, -0.2, 0.2], [0.5, -0.2, 0.2], [-0.5, 0.8, 0.5]]
}


| no. | molar mass (g/mol) |
| --- | --- |
| 1 | 742.364 |
| 2 | 261.919 |